Record 1
C17H20BrF3OPdS as an isolated structure. Source: the Open Molecules 2025 dataset; level of theory: the ωB97M-V functional and the def2-TZVPD basis.

Computed properties:
**HOMO energy**: -7.8 eV
**Frontier orbital gap**: 8.12 eV
**LUMO level**: 0.2703 eV

Each line ends with the Mulliken charge.
Geometry (Å):
1 Pd -0.56242 0.17364 0.26305  -0.051
2 Br 2.19816 -0.62924 -0.14564  -0.186
3 S -1.03530 2.97943 0.35152  0.537
4 F -1.17841 -2.59003 0.47067  -0.310
5 F -2.68051 -1.41511 1.47160  -0.244
6 F -2.53968 -1.35485 -0.68628  -0.268
7 O 0.23072 2.24650 -0.06469  -0.602
8 C 2.87865 -0.23535 4.45558  -0.899
9 C -0.10730 0.06912 2.18335  -0.456
10 C -2.20100 2.80690 -1.03129  -1.055
11 C 3.61910 -0.64298 2.22174  -0.618
12 C -1.05301 0.38072 3.12273  0.186
13 C -0.68847 4.75005 0.25062  -0.913
14 C -1.55719 2.47184 -2.37885  -0.148
15 C 2.35248 -0.44986 1.74928  0.494
16 C -1.77288 -1.37520 0.47492  0.315
17 C -1.29134 0.98341 -2.57308  -1.147
18 C -0.24760 5.35279 -1.07757  -0.339
19 C -0.73616 0.50125 4.49118  -1.007
20 C 1.15950 4.94284 -1.50123  -1.179
21 C 1.24947 -0.13855 2.59534  0.752
22 C 0.54022 0.29673 4.91246  -0.831
23 C 3.89061 -0.53741 3.59731  -0.589
24 C 1.55956 -0.02895 3.98570  1.218
25 H 4.89897 -0.69558 3.95584  0.385
26 H 4.41564 -0.87864 1.53026  0.402
27 H -0.97182 5.10813 -1.85893  0.203
28 H 1.43529 5.42848 -2.43753  0.348
29 H -1.51732 0.75158 5.19809  0.380
30 H 0.80329 0.37498 5.96043  0.369
31 H -1.61165 5.20562 0.61981  0.450
32 H -2.18336 0.38606 -2.39493  0.368
33 H -2.87817 2.00704 -0.72377  0.535
34 H -0.29287 6.43956 -0.96547  0.404
35 H 1.24270 3.86466 -1.62639  0.209
36 H 1.88864 5.23714 -0.74431  0.390
37 H 3.06182 -0.14610 5.51955  0.352
38 H -0.94251 0.78352 -3.58660  0.406
39 H -2.07950 0.52690 2.81805  0.456
40 H -2.77446 3.73549 -1.06066  0.548
41 H -2.24979 2.80626 -3.15469  0.413
42 H -0.47640 0.62293 -1.92781  0.114
43 H 0.07250 4.89654 1.02181  0.493
44 H -0.63347 3.03295 -2.51917  0.118

Forces on atoms 1 to 6 (eV/Å):
Pd -0.22 -0.01 0.07
Br -0.03 -0.02 0.03
S -0.18 0.20 0.13
F 0.00 -0.03 0.07
F 0.01 0.06 0.07
F 0.06 -0.02 0.07



Record 2
A 2-piece molecular cluster, C3H5NO overall in a non-equilibrium geometry. Source: the Open Molecules 2025 dataset; level of theory: the ωB97M-V functional and the def2-TZVPD basis.

Computed properties:
**HOMO energy (spin up / spin down)**: -9.3 / -9.0 eV
**Frontier orbital gap (spin up / spin down)**: 9.24 / 8.15 eV
**LUMO level (spin up / spin down)**: -0.0863 / -0.8513 eV

Each line ends with the Mulliken charge.
Geometry (Å):
1 O -2.29790 0.47872 0.04570  -0.286
2 N -3.03505 -0.54344 0.06338  -0.115
3 C 1.06439 0.06657 0.17595  0.099
4 C 2.50562 0.36751 -0.00630  -0.796
5 C -0.09683 0.37134 -0.06118  -0.184
6 H -3.47709 -0.90109 0.93066  0.265
7 H 2.64636 0.97672 -0.91693  0.257
8 H -3.02832 -0.92180 -0.85466  0.265
9 H 2.93032 -0.61797 -0.36014  0.236
10 H 2.78850 0.72344 0.98351  0.259

Forces on atoms 1 to 6 (eV/Å):
O 0.80 1.09 0.91
N 0.24 0.34 0.22
C -0.51 1.36 -1.14
C -0.78 -2.32 -0.87
C -0.84 -0.72 0.58
H 0.63 0.17 -0.90



Record 3
A single C3H5N3O molecule. Source: the Open Molecules 2025 dataset; level of theory: the ωB97M-V functional and the def2-TZVPD basis.

Computed properties:
**HOMO energy (spin up / spin down)**: -7.6 / -7.6 eV
**Frontier orbital gap (spin up / spin down)**: 7.96 / 7.96 eV
**SMILES string**: N/C(=N/[O-])C1=C[NH2+]1
**LUMO level (spin up / spin down)**: 0.3128 / 0.3129 eV

Each line ends with the Mulliken charge.
Geometry (Å):
1 O -1.37103 0.13840 2.16960  -0.434
2 N 0.58236 -1.27746 -0.99622  -0.197
3 N 0.34505 1.85797 -0.38923  -0.587
4 N -0.95023 1.11769 1.53478  -0.222
5 C -0.28956 -1.80807 0.11801  -0.410
6 C -0.12524 -0.50376 0.06083  0.770
7 C -0.24716 0.82564 0.39208  -0.276
8 H 1.60112 -1.27264 -0.95214  0.267
9 H 0.21917 -1.28795 -1.94675  0.269
10 H -0.14809 -2.69141 0.71586  0.251
11 H 0.73834 2.55671 0.23677  0.313
12 H -0.35475 2.34488 -0.94359  0.255

Forces on atoms 1 to 6 (eV/Å):
O 0.04 0.19 -0.02
N 0.30 0.08 -0.41
N -0.16 0.19 0.06
N 0.06 -0.25 -0.17
C 0.02 0.16 0.24
C -0.10 -0.22 0.13



Record 4
A 9-piece molecular cluster, C12H44N2O11 overall in a non-equilibrium geometry. Source: the Open Molecules 2025 dataset; level of theory: the ωB97M-V functional and the def2-TZVPD basis.

Computed properties:
**HOMO energy**: -8.7 eV
**Frontier orbital gap**: 9.14 eV
**SMILES string**: COCCNCCOC.COCCNCCOC.O.O.O.O.O.O.O
**LUMO level**: 0.4614 eV

Each line ends with the Mulliken charge.
Geometry (Å):
1 O 0.56959 3.98512 4.34740  -0.345
2 O 0.43241 -4.49508 1.37833  -0.356
3 O 1.82673 2.99275 -0.60837  -0.624
4 O -2.60193 -1.24746 -1.13499  -0.009
5 O 1.40420 0.32557 -1.25500  -0.131
6 O 3.10075 -0.01331 -3.88221  -0.673
7 O 3.68297 -1.10739 0.33116  -0.635
8 O 2.22241 -2.19534 -2.09445  -0.703
9 O 1.31386 0.68563 1.84214  -0.559
10 O -1.58918 2.95330 -1.39632  -0.360
11 O -0.35541 -1.19219 -3.74844  -0.662
12 N -0.21356 -2.99010 -0.96603  0.138
13 N -0.68571 2.87942 1.41963  0.103
14 C -0.76810 -2.11296 0.07382  0.508
15 C 1.68913 4.14025 5.18994  -0.752
16 C -2.05319 2.89340 0.94566  -0.867
17 C -2.25374 2.22855 -0.39165  0.098
18 C 1.74933 -4.69689 0.88815  -0.499
19 C -0.55648 -5.01995 0.52123  -0.627
20 C -3.95503 -1.33811 -1.48333  -0.891
21 C 0.91788 3.99472 2.97954  -0.197
22 C -0.61441 -4.39103 -0.88076  -0.920
23 C -2.25883 -1.92434 0.06081  -0.924
24 C -0.33799 4.08797 2.14236  -0.772
25 C -1.65849 2.31712 -2.64954  -0.427
26 H -0.81802 2.63484 -3.26483  0.270
27 H 1.91102 -0.49398 -1.13043  0.261
28 H -1.19163 4.34442 2.77429  0.500
29 H -0.29173 4.96410 1.46774  0.329
30 H -0.79721 -0.45400 -4.17591  0.276
31 H -1.96317 1.16572 -0.39158  -0.241
32 H -4.41012 -2.30262 -1.22093  0.338
33 H 1.62734 4.78516 2.70870  0.394
34 H 2.38873 3.64955 -1.02622  0.282
35 H -4.04978 -1.21635 -2.56428  0.259
36 H 0.61781 1.24277 2.22737  0.315
37 H -0.41339 -6.10449 0.44207  0.428
38 H 2.75131 0.83390 -4.17043  0.296
39 H 1.36349 -2.45828 -1.68628  0.467
40 H 2.47788 -0.33442 -3.21768  0.218
41 H 4.42715 -1.18725 -0.27484  0.308
42 H 1.74862 2.26736 -1.23956  0.203
43 H 2.09179 5.15907 5.16435  0.291
44 H -4.56292 -0.54840 -1.01599  0.286
45 H -0.03711 2.67333 0.67308  0.028
46 H 1.15123 0.59504 -0.35763  0.097
47 H 2.89612 -2.49457 -1.47648  0.259
48 H -0.45481 -2.42628 1.06782  0.674
49 H -2.72380 2.43676 1.68335  0.360
50 H -0.31424 -1.12207 -0.04437  -1.056
51 H 2.43195 -4.17607 1.55112  0.211
52 H -1.59542 1.22362 -2.55619  -0.072
53 H 1.43471 3.05231 2.75224  -0.024
54 H 1.05311 -0.22501 2.01404  0.220
55 H -2.55709 -1.30922 0.92472  0.286
56 H 1.36409 3.96338 6.21737  0.260
57 H 3.65565 -0.16680 0.54532  0.271
58 H 1.84003 -4.36591 -0.14940  0.110
59 H -2.60133 2.55903 -3.15782  0.350
60 H -0.62869 -2.63416 -1.83197  0.214
61 H 2.46320 3.39770 4.96235  0.295
62 H -1.50500 -4.83845 1.03091  0.281
63 H -2.40491 3.93402 0.84817  0.387
64 H 2.01781 -5.76658 0.89995  0.333
65 H -0.01433 -5.01802 -1.54839  0.497
66 H 0.43366 -0.81052 -3.34909  0.313
67 H -3.33984 2.22882 -0.59513  0.426
68 H -2.84072 -2.85539 0.10893  0.550
69 H -1.63868 -4.56170 -1.24750  0.338

Forces on atoms 1 to 6 (eV/Å):
O 0.09 0.42 0.19
O 0.43 0.07 -0.13
O 0.00 0.24 0.14
O 0.14 -0.29 -0.21
O -0.29 0.17 0.15
O -0.04 0.09 -0.08



Record 5
A 2-piece molecular cluster, C14H16O overall in a non-equilibrium geometry. Source: the Open Molecules 2025 dataset; level of theory: the ωB97M-V functional and the def2-TZVPD basis.

Computed properties:
**HOMO energy**: -8.3 eV
**Frontier orbital gap**: 9.15 eV
**SMILES string**: Cc1ccc(O)cc1.Cc1ccccc1
**LUMO level**: 0.8771 eV

Each line ends with the Mulliken charge.
Geometry (Å):
1 O -4.86606 -1.33100 -0.64449  -0.527
2 C -3.75179 -0.66423 -1.09042  1.002
3 C 1.82467 -0.55011 2.68434  -0.573
4 C -2.10668 1.01712 -0.49973  -0.311
5 C -1.57623 0.89828 -1.78508  0.466
6 C 3.10245 0.05843 0.72701  -0.767
7 C -0.38010 1.71622 -2.17444  -1.286
8 C -3.21944 -0.82866 -2.37560  -0.821
9 C 2.08005 -0.52286 -0.01393  -0.152
10 C 3.00822 -0.07231 2.12008  0.948
11 C -2.17548 0.01344 -2.69277  -0.494
12 C -3.20813 0.20963 -0.16625  -0.633
13 C 0.93494 -1.12006 0.52902  -0.662
14 C 4.21583 0.29938 2.96960  -1.275
15 C 0.75251 -0.93141 1.89238  -0.470
16 H 2.13600 -0.56297 -1.10029  0.402
17 H 3.94333 0.53376 0.24584  0.379
18 H -1.64388 1.67979 0.21927  0.354
19 H 0.21377 -1.50021 -0.18110  0.457
20 H 0.46775 1.02593 -2.15197  0.154
21 H -3.55852 0.22204 0.85661  0.390
22 H 4.21773 1.31749 3.35435  0.267
23 H -3.66246 -1.44049 -3.14937  0.316
24 H 4.29336 -0.47516 3.73675  0.366
25 H 5.07774 0.21374 2.30596  0.341
26 H -0.12673 -1.38125 2.34609  0.362
27 H -5.21570 -1.86349 -1.34106  0.284
28 H -1.71514 0.01194 -3.67821  0.339
29 H 1.73664 -0.62333 3.76306  0.365
30 H -0.26152 2.57209 -1.51382  0.364
31 H -0.53711 2.07824 -3.19182  0.417

Forces on atoms 1 to 6 (eV/Å):
O 0.38 0.28 0.48
C -0.51 -0.32 0.14
C 0.22 0.47 -0.05
C -0.60 -1.21 -0.72
C -0.65 0.27 0.53
C -1.16 -0.86 0.61



Record 6
A 9-piece molecular cluster, H18O9 overall. Source: the Open Molecules 2025 dataset; level of theory: the ωB97M-V functional and the def2-TZVPD basis.

Computed properties:
**HOMO energy**: -11.3 eV
**Frontier orbital gap**: 11.53 eV
**SMILES string**: O.O.O.O.O.O.O.O.O
**LUMO level**: 0.2460 eV

Each line ends with the Mulliken charge.
Geometry (Å):
1 O 10.30123 -2.43729 15.45753  -0.638
2 O 6.06635 5.88317 17.16704  -0.639
3 O 9.16031 3.42199 12.61013  -0.641
4 O 10.78977 2.95079 17.47857  -0.640
5 O 8.51183 -2.98243 11.02403  -0.635
6 O 8.77767 6.73481 8.50406  -0.642
7 O 14.21750 7.09088 11.89236  -0.636
8 O 3.75645 5.84832 12.05391  -0.640
9 O 10.45822 10.22997 12.14607  -0.639
10 H 6.42471 6.74536 17.37786  0.318
11 H 9.89751 3.08994 17.79598  0.318
12 H 9.02664 2.55096 12.23638  0.319
13 H 7.99775 -3.70543 11.38350  0.322
14 H 10.19612 -2.46460 14.50651  0.322
15 H 6.30998 5.73907 16.25266  0.322
16 H 4.01530 5.60280 11.16569  0.319
17 H 8.91836 4.02460 11.90689  0.322
18 H 9.49831 -2.02481 15.77598  0.315
19 H 9.02821 7.54772 8.94297  0.322
20 H 10.70962 2.96154 16.52479  0.322
21 H 2.95522 5.35055 12.21664  0.321
22 H 7.98372 -2.65010 10.29815  0.314
23 H 9.13358 6.82008 7.61959  0.320
24 H 10.74057 11.11513 12.37634  0.318
25 H 9.90216 9.95790 12.87614  0.322
26 H 14.34469 7.66004 12.65137  0.316
27 H 13.36916 7.35333 11.53505  0.320

Forces on atoms 1 to 6 (eV/Å):
O 0.15 -0.10 0.13
O -0.09 -0.15 0.16
O 0.05 0.04 0.26
O 0.19 -0.02 0.15
O 0.20 0.10 0.12
O -0.13 -0.20 0.10



Record-wise energy above the lowest of the compared OMol25 structures with the same formula, charge and spin values, in kJ/mol: 0.0, 779.4, 640.3, 34.8, 57.1, 307.9